86
Properties=species:S:1:pos:R:3 method="wB97M-V/def2-TZVPD" energy_ha=-5205.8768 homo_lumo_gap_ev=6.42 total_charge=+1 spin_multiplicity=1 homo_energy_ev=-9.79 lumo_energy_ev=-3.37
C -10.1485 -2.9534 1.9678
C -9.3923 -3.2966 0.6644
C -8.9763 -1.9987 -0.0482
Br -9.9878 -1.8012 -1.7275
C -7.5581 -1.9310 -0.4553
N -6.9192 -0.8254 -0.7922
C -5.6741 -1.1371 -1.1355
N -4.7107 -0.2694 -1.5663
P -3.0997 -0.6156 -1.9678
N -2.2714 0.6392 -2.2751
O -2.4499 -1.4532 -0.7507
O -3.2097 -1.5100 -3.2833
P -5.0990 1.4713 -1.7716
O -4.8862 1.7690 -3.1739
O -4.2391 2.3049 -0.7681
O -6.5784 1.7500 -1.3190
N -5.5128 -2.4803 -0.9855
C -4.4410 -3.4785 -1.1370
B -3.8497 -3.8875 0.3051
O -3.0785 -5.0111 0.3809
O -4.1243 -3.1311 1.3977
N -6.7005 -2.9528 -0.5672
H -10.6709 -2.0141 1.8054
H -10.9140 -3.6861 2.1875
H -9.4574 -2.8139 2.7920
H -10.1098 -3.8125 0.0407
H -8.5511 -3.9562 0.8635
H -9.1975 -1.1010 0.5122
H -1.4882 0.7280 -1.6414
H -1.5667 -1.7568 -1.0236
H -2.3290 -1.8492 -3.4856
H -4.5628 2.2053 0.1399
H -7.2079 1.3034 -1.8968
H -4.9117 -4.3820 -1.5265
H -3.6773 -3.2185 -1.8521
H -2.4892 -5.0901 -0.3743
H -3.3132 -2.9553 1.8849
H -6.8947 -3.9196 -0.3616
C 3.9688 0.4082 1.0653
O 3.7948 -0.5458 2.0995
C 3.0374 -0.0944 3.2123
C 1.6280 -0.6533 3.2143
N 0.8039 -0.0743 2.1581
C -0.4264 -0.7945 1.8467
C -0.3755 -2.2923 1.5390
O 0.1738 -2.6335 0.2739
C 1.5929 -2.5490 0.1770
H 4.7865 0.0668 0.4349
H 3.0755 0.5009 0.4357
H 4.2319 1.3892 1.4664
H 3.0388 0.9979 3.2761
H 3.5456 -0.4744 4.1015
H 1.1644 -0.4378 4.1820
H 1.7178 -1.7423 3.1221
H 1.3506 0.0014 1.3123
H -0.8711 -0.2947 0.9826
H -1.1172 -0.6499 2.6860
H -1.4131 -2.6398 1.4878
H 0.0901 -2.8660 2.3462
H 2.0812 -2.9013 1.0858
H 1.9086 -1.5314 -0.0552
H 1.9023 -3.1852 -0.6510
C 4.9090 3.2213 -1.6714
O 5.7801 2.3686 -0.9530
C 6.8600 1.8389 -1.7156
C 8.1776 2.5294 -1.4235
N 8.2201 3.8871 -1.9485
C 9.2840 4.7430 -1.4156
C 9.4559 4.8987 0.0942
O 8.4657 5.6718 0.7456
C 7.2231 5.0300 0.9421
H 3.9902 3.3133 -1.0925
H 5.3245 4.2250 -1.8009
H 4.6624 2.8043 -2.6517
H 6.6283 1.8481 -2.7851
H 6.9597 0.7934 -1.4110
H 8.9839 1.9488 -1.8830
H 8.3213 2.4979 -0.3366
H 7.3353 4.3411 -1.7765
H 9.1204 5.7396 -1.8302
H 10.2334 4.3818 -1.8253
H 10.3867 5.4499 0.2439
H 9.5892 3.9381 0.6072
H 7.3441 3.9785 1.2157
H 6.5881 5.1216 0.0570
H 6.7159 5.5426 1.7594

=====

114
Properties=species:S:1:pos:R:3 method="wB97M-V/def2-TZVPD" energy_ha=-7639.0211 e_above_lowest_ev=0.412 homo_lumo_gap_ev="5.92 / 5.96" total_charge=-1 spin_multiplicity=2 homo_energy_ev="-4.03 / -4.07" lumo_energy_ev="1.89 / 1.89" s_squared=0.915
Mn 1.6755 0.0294 0.2399
O 1.1227 1.0429 7.1665
C 1.2223 0.8698 5.9766
S 2.5859 1.4429 5.0068
C 2.0455 0.8069 3.4582
C 0.8556 0.1842 3.4595
S 0.2127 -0.6013 2.0481
S 0.0144 0.0328 4.9940
S 3.0971 0.9257 2.0812
Te 3.6924 -0.7322 -1.2826
C 5.4538 0.2623 -0.6840
C 6.0703 0.2675 0.5339
C 7.2690 1.0368 0.5625
C 7.5548 1.6095 -0.6378
S 6.3550 1.2160 -1.8021
H 5.6583 -0.2408 1.3929
H 7.8879 1.1568 1.4412
H 8.3960 2.2281 -0.9074
Cl -1.6858 4.4835 0.2084
C -0.0515 3.9319 0.0321
C 1.0116 4.8139 0.1160
C 2.2857 4.3066 -0.0735
C 2.4475 2.9541 -0.3136
N 1.4176 2.1086 -0.3727
C 0.1852 2.5919 -0.2121
H 0.8429 5.8634 0.3148
H 3.1529 4.9498 -0.0273
H 3.4277 2.5159 -0.4601
H -0.6346 1.8859 -0.2972
F -8.4410 0.2013 -1.9922
C -7.2036 0.0718 -1.4550
C -6.9293 0.6839 -0.2510
C -5.6596 0.5359 0.2968
C -4.6730 -0.2176 -0.3392
C -4.9913 -0.7840 -1.5748
C -6.2545 -0.6574 -2.1386
Sb -2.6251 -0.4088 0.4131
C -3.0866 0.5189 2.2989
C -2.4823 1.7304 2.6250
C -2.7911 2.3939 3.8036
C -3.7018 1.8142 4.6627
F -4.0106 2.4507 5.8147
C -4.3040 0.6034 4.3909
C -3.9947 -0.0360 3.1962
C -2.8662 -2.4610 1.0358
C -2.4848 -2.8984 2.3010
C -2.5802 -4.2395 2.6528
C -3.0556 -5.1365 1.7192
F -3.1548 -6.4441 2.0582
C -3.4292 -4.7465 0.4506
C -3.3243 -3.4024 0.1172
H -7.6967 1.2632 0.2456
H -5.4478 1.0238 1.2391
H -4.2368 -1.3296 -2.1330
H -6.5028 -1.1061 -3.0915
H -1.7339 2.1589 1.9679
H -2.3279 3.3365 4.0628
H -5.0012 0.1764 5.0997
H -4.4763 -0.9789 2.9632
H -2.0894 -2.1936 3.0216
H -2.2933 -4.5887 3.6366
H -3.7752 -5.4864 -0.2591
H -3.6110 -3.0986 -0.8829
N 2.3988 -3.1443 1.3610
C 1.3802 -3.5164 0.5818
S 0.6802 -2.4448 -0.5101
N 0.9546 -4.7940 0.7788
C 0.1180 -5.6537 0.0417
C 0.0031 -6.9540 0.5370
C -0.7774 -7.8941 -0.1087
C -1.4563 -7.5575 -1.2714
C -1.3470 -6.2655 -1.7599
C -0.5776 -5.3088 -1.1120
H 2.6491 -2.1608 1.3800
H 2.7042 -3.7052 2.1385
H 1.3906 -5.2619 1.5585
H 0.5285 -7.2289 1.4456
H -0.8533 -8.8926 0.3018
H -2.0608 -8.2928 -1.7855
H -1.8734 -5.9843 -2.6635
H -0.5229 -4.3045 -1.4988
C -1.0796 3.7285 -5.9274
Si 0.0679 2.8065 -4.7555
C 1.4453 2.0283 -5.7611
C 0.8152 4.0113 -3.5296
C -0.9538 1.5322 -3.8256
Te 0.2088 0.0148 -2.8103
C -1.2439 -1.5315 -3.2333
Si -0.6833 -2.6082 -4.6648
C -0.5436 -1.5433 -6.2062
C 0.9685 -3.4111 -4.3086
C -1.9909 -3.9396 -4.9583
H -0.5288 4.4818 -6.4960
H -1.8845 4.2360 -5.3908
H -1.5363 3.0397 -6.6421
H 2.1601 2.7933 -6.0739
H 1.0632 1.5415 -6.6613
H 1.9876 1.2824 -5.1761
H 1.2223 4.8848 -4.0443
H 1.6318 3.5433 -2.9746
H 0.0754 4.3611 -2.8060
H -1.5951 0.9811 -4.5161
H -1.5971 2.0192 -3.0888
H -2.1808 -1.0143 -3.4519
H -1.3837 -2.1070 -2.3158
H 0.1982 -0.7565 -6.0510
H -1.4965 -1.0686 -6.4554
H -0.2301 -2.1390 -7.0665
H 1.6931 -2.6794 -3.9424
H 1.3768 -3.8622 -5.2163
H 0.8809 -4.1932 -3.5523
H -2.7997 -3.5696 -5.5923
H -2.4333 -4.2682 -4.0144
H -1.5547 -4.8141 -5.4473

=====

12
Properties=species:S:1:pos:R:3 method="wB97M-V/def2-TZVPD" energy_ha=-247.8833 e_above_lowest_ev=0.080 homo_lumo_gap_ev=12.67 total_charge=+1 spin_multiplicity=1 homo_energy_ev=-16.11 lumo_energy_ev=-3.44
O -1.1598 -1.0459 1.3350
H -1.1141 -0.3202 -0.3262
H -1.1436 -0.6793 2.2276
H -1.9412 -1.6092 1.2804
N -0.5519 0.1531 -1.0685
C 0.9067 0.0216 -0.6593
O 1.1150 1.0057 0.2721
H -0.7992 1.1503 -1.0131
H -0.7266 -0.1591 -2.0196
H 0.9860 -0.9722 -0.2397
H 1.4971 0.0933 -1.5715
H 1.9523 1.4631 0.1361

=====

106
Properties=species:S:1:pos:R:3 method="wB97M-V/def2-TZVPD" energy_ha=-2705.0386 homo_lumo_gap_ev=8.81 spin_multiplicity=1 homo_energy_ev=-9.06 lumo_energy_ev=-0.25 smiles="COCCCCCCCCCCCCN[C@H](CO[C@@H](F)I)P(=N)(O)O.COCCOCCOC.COCCOCCOC"
C -0.0709 0.1244 3.5015
O -1.4289 0.3218 2.9223
C -1.8276 -0.9359 2.2720
C -1.4837 -0.9707 0.6352
C -0.1318 -1.8752 0.4809
C 0.0212 -2.7119 -0.9120
C -1.3509 -3.3259 -1.5446
C -2.0242 -4.5712 -0.7252
C -1.1704 -5.1118 0.5639
C -2.0117 -6.4358 1.1450
C -2.6891 -6.1506 2.6106
C -4.3199 -6.3028 2.6661
C -5.1132 -5.3752 1.5222
C -5.0526 -3.8044 1.9777
N -5.2622 -2.7848 0.9056
C -6.6093 -2.7888 0.2471
C -7.9140 -2.8160 1.2389
O -8.5170 -1.4585 1.4537
C -7.6449 -0.6054 2.2635
F -6.6718 -1.3072 3.1266
I -6.6409 1.0019 1.0835
P -6.7507 -4.0378 -1.2443
N -7.5367 -5.3974 -0.8733
O -5.1425 -4.2599 -1.8750
O -7.7063 -3.2502 -2.5182
H -0.0892 0.0506 4.6853
H 0.4626 -0.8558 3.1035
H 0.5638 1.0606 3.1227
H -3.0168 -0.9895 2.3563
H -1.4346 -1.8950 2.8349
H -1.2227 0.1371 0.3540
H -2.4465 -1.3973 0.1294
H 0.0631 -2.5938 1.4143
H 0.7841 -1.1090 0.5115
H 0.4882 -1.9785 -1.7130
H 0.7806 -3.6210 -0.7843
H -1.0732 -3.7427 -2.6271
H -2.2100 -2.5219 -1.7368
H -2.2766 -5.4371 -1.4790
H -3.0627 -4.1667 -0.2972
H -1.3033 -4.2886 1.4179
H -0.0420 -5.3607 0.3432
H -2.8685 -6.7725 0.4185
H -1.2452 -7.3342 1.2593
H -2.4171 -5.1213 3.0959
H -2.2523 -6.9814 3.3482
H -4.6878 -5.9189 3.7354
H -4.7021 -7.4084 2.5294
H -6.2553 -5.7073 1.6255
H -4.7142 -5.5759 0.4385
H -3.9479 -3.6327 2.4001
H -5.7481 -3.6852 2.9367
H -4.9758 -1.8149 1.1677
H -6.6847 -1.7312 -0.3091
H -7.7877 -3.4225 2.2298
H -8.7588 -3.4002 0.6264
H -8.3640 -0.0024 3.0021
H -7.8032 -5.3620 0.1338
H -4.9981 -3.4432 -2.4700
H -7.4998 -3.7208 -3.3857
C 7.4314 -1.3374 -0.5673
O 6.6592 -0.3382 0.0776
C 7.4034 0.8565 0.3192
C 6.4784 2.0751 0.3137
O 6.0856 2.4855 -1.0035
C 5.1434 1.6345 -1.6717
C 3.7286 1.7154 -1.0912
O 3.6440 0.9790 0.1304
C 2.6672 1.5016 1.0145
H 8.2428 -1.6709 0.0841
H 6.7787 -2.1852 -0.7888
H 7.8342 -0.9604 -1.5122
H 8.1851 0.9905 -0.4377
H 7.8721 0.7563 1.3044
H 7.0356 2.9227 0.7268
H 5.6110 1.9321 0.9599
H 5.5065 0.6070 -1.7213
H 5.1038 2.0007 -2.7043
H 3.0159 1.2698 -1.7908
H 3.4637 2.7682 -0.9297
H 2.8739 2.5510 1.2390
H 2.7169 0.9376 1.9492
H 1.6664 1.3916 0.5839
C 5.8924 5.4830 -0.8350
O 5.4203 6.4703 -1.7365
C 4.9969 5.9151 -2.9823
C 3.8928 6.7724 -3.6040
O 2.6110 6.5841 -2.9881
C 2.4556 7.1459 -1.6771
C 2.3694 8.6749 -1.6742
O 3.6648 9.2513 -1.8516
C 3.6149 10.5170 -2.4876
H 6.7988 5.0137 -1.2250
H 6.1220 5.9691 0.1163
H 5.1215 4.7276 -0.6552
H 4.6300 4.8905 -2.8497
H 5.8679 5.9005 -3.6467
H 3.7639 6.4532 -4.6438
H 4.1657 7.8282 -3.6374
H 3.2257 6.7789 -0.9972
H 1.5008 6.7553 -1.3059
H 1.9871 9.0218 -0.7102
H 1.6869 9.0001 -2.4699
H 3.1179 10.4402 -3.4580
H 4.6407 10.8541 -2.6566
H 3.1007 11.2435 -1.8499

=====

80
Properties=species:S:1:pos:R:3 method="wB97M-V/def2-TZVPD" energy_ha=-2206.8924 e_above_lowest_ev=6.964 homo_lumo_gap_ev="5.77 / 5.71" total_charge=+1 spin_multiplicity=1 homo_energy_ev="-9.13 / -9.03" lumo_energy_ev="-3.36 / -3.32"
Bi -0.2819 -0.4463 -0.5341
C 0.6636 4.2910 0.7340
C -0.3510 3.9168 1.6541
C 1.6667 3.5899 2.6782
C 1.9089 4.1074 1.3724
C 0.2698 3.4600 2.8475
C 0.4434 4.8800 -0.6017
H -0.4878 4.5140 -1.0472
H 1.2725 4.6255 -1.2673
H 0.3784 5.9786 -0.5636
C 3.2363 4.4302 0.8184
H 3.1449 4.9226 -0.1567
H 3.8586 3.5336 0.6827
H 3.7933 5.1106 1.4790
C 2.7114 3.3151 3.6798
H 3.2452 4.2349 3.9791
H 3.4728 2.6107 3.3052
H 2.2742 2.8838 4.5887
C -0.4123 3.0389 4.0860
H -0.5399 3.8732 4.7928
H 0.1656 2.2619 4.5974
H -1.4083 2.6442 3.8632
C -1.8080 4.0213 1.4411
H -2.2118 4.9770 1.8221
H -2.3564 3.2187 1.9599
H -2.0647 3.9763 0.3725
C -1.0447 -2.9250 -2.8922
C -1.7307 -1.7504 -3.4494
C -3.2493 -1.5525 -3.1861
C -3.9497 -2.0614 -1.9087
C -3.1983 -2.0245 -0.6369
C -2.7089 -3.1869 -0.1415
C -2.1489 -4.3066 -0.9648
C -1.8173 -4.0785 -2.4601
H -3.6625 -2.1231 -4.0312
H -4.2479 -3.0959 -2.1114
H -3.5452 -0.5045 -3.3397
H -2.7404 -4.1152 -3.0260
H -0.1594 -3.1968 -3.4771
H -1.7150 -1.7123 -4.5931
H -1.2343 -4.9588 -2.7527
H -1.2476 -4.6849 -0.4747
H -2.8008 -3.4863 0.9193
H -2.8594 -5.1494 -0.9045
H -4.8754 -1.4709 -1.8001
H -3.3975 -1.1436 -0.0318
P -0.6173 -0.4454 -3.0748
C 0.9112 -0.8152 -3.9751
C -1.6620 0.9948 -2.5802
P -0.3451 -2.4294 1.7685
C -0.1573 -2.6212 -0.0265
C -1.9241 -1.4963 2.1743
C -0.0439 -4.1930 2.1904
H 1.6403 -1.1765 -3.2483
H 1.2161 0.1500 -4.3575
H 0.8244 -1.5363 -4.7833
H -2.7140 0.8375 -2.2924
H -1.5758 1.6410 -3.4538
H -1.1951 1.5341 -1.7367
H -0.6095 -4.8854 1.5849
H -0.2658 -4.2908 3.2470
H 1.0220 -4.3390 2.0357
H 0.7693 -2.8347 -0.5497
H -0.8893 -2.2540 -0.8093
H -1.7320 -0.9684 3.1293
H -2.8158 -2.1275 2.3042
H -2.1602 -0.6740 1.4700
C 3.7799 0.6486 -0.6177
Si 2.5721 -0.4850 0.3240
C 2.9274 -2.2388 -0.1954
C 3.2711 -0.3232 2.1080
H 3.3425 1.0424 -1.5506
H 4.6737 0.0452 -0.8801
H 4.1179 1.5046 -0.0013
H 2.5727 -2.4539 -1.2019
H 2.5005 -2.9807 0.4778
H 4.0092 -2.3614 -0.2016
H 3.6778 0.6897 2.3045
H 2.5167 -0.5566 2.8798
H 4.1122 -1.0434 2.2168

=====

81
Properties=species:S:1:pos:R:3 method="wB97M-V/def2-TZVPD" energy_ha=-2131.6107 e_above_lowest_ev=1.118 homo_lumo_gap_ev=6.28 total_charge=-1 spin_multiplicity=1 homo_energy_ev=-5.35 lumo_energy_ev=0.92
C -21.9300 25.5937 31.1998
O -22.4737 25.2818 30.1793
O -22.4480 26.5163 31.9799
O -20.9000 25.0887 31.5628
H -23.2001 27.0160 31.5946
C -23.6812 22.9454 32.5482
C -23.9775 22.2230 33.8606
C -25.4215 22.2678 34.4744
C -26.5736 22.8041 33.6242
C -26.1983 23.7301 32.3498
C -24.6883 23.6660 31.9683
N -27.9130 22.7426 34.0974
O -28.2393 22.1249 35.2364
O -28.8119 23.2854 33.4899
H -22.7242 23.0914 31.9991
H -23.2598 21.7198 34.5233
H -25.4712 21.5488 35.3238
H -27.0304 24.1526 31.6780
H -24.2018 24.3033 31.1195
C -27.0234 26.0492 35.2178
C -28.2380 26.4737 34.3404
C -27.9378 27.5532 33.2544
C -26.6703 28.3322 33.1889
C -25.4991 27.7760 33.9701
C -25.7253 26.6667 35.0077
N -26.4683 29.3943 32.0628
O -25.3366 29.9418 32.0106
O -27.5075 29.7728 31.4864
H -27.0464 25.2137 36.1202
H -29.2601 25.9933 34.3394
H -28.5979 28.0192 32.5782
H -24.5426 28.1798 33.9053
H -24.8800 26.6080 35.6882
C -22.4779 30.4024 29.7228
O -22.4500 29.2167 30.1223
N -22.0340 30.9431 28.5597
C -22.5744 32.1757 28.1042
C -21.2042 30.0529 27.7151
H -23.1240 31.0240 30.3636
H -21.9878 32.9415 28.1362
H -23.4073 32.5222 28.5064
H -22.8249 32.1292 26.9304
H -21.7697 29.5208 26.9626
H -20.7768 29.1523 28.3540
H -20.4084 30.3593 27.1640
C -24.0379 24.8634 27.1658
O -24.2270 23.8873 26.3750
N -24.5809 26.1565 26.7761
C -24.6619 27.2533 27.6063
C -25.0604 26.4289 25.3602
H -23.7895 24.7972 28.1992
H -25.1577 27.2437 28.6333
H -24.9638 28.1829 27.2398
H -23.5964 27.5425 27.9949
H -24.4030 26.9526 24.8390
H -25.8899 27.2954 25.1645
H -25.2126 25.4662 24.8576
C -20.8945 22.8627 28.8364
O -21.5861 22.2392 27.9862
N -19.5520 23.0454 28.5470
C -18.7757 23.9143 29.4165
C -19.0795 22.5348 27.2123
H -21.1798 23.3096 29.8245
H -18.8948 23.8887 30.4097
H -19.1172 24.9065 29.1691
H -17.8947 23.5725 29.0436
H -19.4094 21.4692 27.1011
H -18.0068 22.1452 27.3578
H -19.5425 22.9132 26.3249
C -21.6203 24.2188 35.2004
O -22.1993 24.3923 36.2854
N -20.5663 23.4779 35.1510
C -19.9264 23.1821 33.9278
C -19.9945 22.9038 36.4212
H -21.7768 24.5440 34.2495
H -19.6659 24.0083 33.2834
H -20.6406 22.7611 33.2920
H -19.1780 22.4972 33.8085
H -20.7001 22.3397 37.0256
H -19.9140 23.8655 37.0703
H -19.0358 22.4260 36.3962

=====

7
Properties=species:S:1:pos:R:3 method="wB97M-V/def2-TZVPD" energy_ha=-568.0040 e_above_lowest_ev=2.632 homo_lumo_gap_ev=10.12 spin_multiplicity=1 homo_energy_ev=-9.87 lumo_energy_ev=0.25
C -0.4146 -0.5114 -0.9397
N 0.7050 -0.0677 -0.5926
O -0.2937 -0.0265 1.8013
S 0.9489 0.2401 1.0989
H -0.5804 -0.7681 -1.9779
H -1.2413 -0.6496 -0.2378
H 0.8762 1.7833 0.8478

=====

7
Properties=species:S:1:pos:R:3 method="wB97M-V/def2-TZVPD" energy_ha=-1296.2962 e_above_lowest_ev=4.701 homo_lumo_gap_ev="8.87 / 7.60" spin_multiplicity=1 homo_energy_ev="-9.67 / -8.10" lumo_energy_ev="-0.79 / -0.49"
C -0.2581 -0.2589 -0.1315
S -0.0359 1.4904 -0.4664
S 0.4883 -1.2781 -1.2987
Cl -1.8961 -0.6280 0.3288
H 0.9350 -0.1520 2.1323
H -1.0263 1.9367 0.3096
H 1.7930 -1.1102 -0.8742